This record from the OMol25 dataset describes a 3-piece molecular cluster, C5H16O2 overall. The level of theory is ωB97M-V/def2-TZVPD.

As for the SMILES: CCC(C)C.O.O. For the HOMO-LUMO gap, the calculation gives 11.25 eV. The energy above the lowest of the compared OMol25 structures with the same formula, charge and spin comes out at 36.3 kJ/mol. The lowest unoccupied orbital energy comes out at 0.48 eV. Its charge is 0. The value obtained for the highest occupied orbital energy is -10.770 eV.

Each line ends with the natural charge from an NBO analysis.
Positions of all 23 atoms, in Å:
C: -1.6377 2.5353 0.7793  -0.608
C: -1.2202 1.0799 0.9538  -0.384
C: -1.1642 0.3104 -0.3842  -0.213
C: -1.1421 -1.2047 -0.1598  -0.609
C: -0.0319 0.8037 -1.2648  -0.607
H: -1.0077 3.0861 0.1015  0.206
H: -2.6810 2.6504 0.4801  0.202
H: -1.5349 2.9881 1.7558  0.208
H: -0.1831 1.0598 1.2652  0.183
H: -1.8409 0.5518 1.6482  0.198
H: -2.1261 0.5504 -0.8599  0.186
H: -1.7241 -1.7567 -0.9032  0.213
H: -1.5973 -1.4220 0.8027  0.202
H: -0.1472 -1.6511 -0.1836  0.197
H: -0.1954 1.8449 -1.5494  0.207
H: -0.0985 0.2527 -2.2055  0.213
H: 0.9370 0.6554 -0.8203  0.203
O: 3.0540 -1.8094 1.5497  -0.944
H: 2.3123 -1.1874 1.5415  0.480
H: 2.7029 -2.6618 1.2477  0.471
O: 3.0945 -1.9486 -1.5591  -0.944
H: 2.8646 -2.8839 -1.6004  0.459
H: 3.3667 -1.8433 -0.6353  0.479

---

This record from the OMol25 dataset describes a 3-piece molecular cluster, C5H16O2 overall. The level of theory is ωB97M-V/def2-TZVPD.

For the HOMO-LUMO gap (alpha / beta), the calculation gives 11.37 / 4.50 eV. The energy above the lowest of the compared OMol25 structures with the same formula, charge and spin comes out at 0.0 kJ/mol. The lowest unoccupied orbital energy (alpha / beta) comes out at -2.96 / -9.83 eV. Its charge is +1. Its spin multiplicity is 2. The value obtained for the highest occupied orbital energy (alpha / beta) is -14.335 / -14.331 eV.

Each line ends with the natural charge from an NBO analysis.
Positions of all 23 atoms, in Å:
C: 0.6522 0.4874 -0.1242  -0.446
C: 1.5365 0.5939 1.0370  -0.228
C: 0.9884 0.0524 2.5163  -0.219
C: 0.4989 -1.3664 2.4497  -0.663
C: -0.6446 1.3513 -0.0322  -0.588
H: 0.4163 -0.5586 -0.2697  0.213
H: 1.2302 0.7960 -1.0064  0.335
H: 2.4127 -0.0689 1.0018  0.303
H: 1.8245 1.6189 1.2525  0.251
H: 1.7784 0.1692 3.2526  0.250
H: 0.2209 0.8255 2.6551  0.289
H: -0.5448 -1.3909 2.1893  0.240
H: 0.6103 -1.8991 3.3994  0.282
H: 1.0146 -1.9763 1.6983  0.262
H: -0.9454 1.4711 -1.0593  0.276
H: -0.3985 2.2585 0.4985  0.218
H: -1.3955 0.7952 0.5376  0.217
H: -0.8030 -1.9161 -1.4294  0.466
H: -2.1715 -1.4768 -0.8483  0.475
O: -1.7114 -1.7078 -1.6601  -0.932
H: -0.9741 0.9049 -4.2746  0.486
H: -1.1505 0.1323 -2.9997  0.482
O: -0.7054 0.9190 -3.3494  -0.967